Formula: C3H11N3O2
Source: the OMol25 dataset
Level of theory: ωB97M-V/def2-TZVPD

CARTESIAN COORDINATES (ANGSTROEM)
O -1.021 0.262 -3.460
H 1.643 0.758 0.465
O 0.237 1.748 -1.785
H 2.541 -0.658 -0.071
H -1.268 0.913 0.797
H 2.308 -0.379 1.650
H -0.113 1.305 1.893
H 0.018 -0.880 2.711
N -0.895 0.679 1.718
H -1.331 -1.336 1.667
N -0.851 1.327 -1.384
H 0.776 -2.168 0.751
H -0.155 0.737 -3.476
C 1.841 -0.295 0.671
H 0.070 -0.984 -0.347
N -1.503 0.591 -2.196
C 0.546 -1.104 0.630
H -2.399 0.184 -1.973
C -0.445 -0.700 1.738

Computed properties:
HOMO-LUMO gap ... 0.3561 hartree
E ... -11850.912 eV
SMILES string ... O=NNO.CCCN
HOMO ... -0.3288 hartree
Energy above the lowest of the compared OMol25 structures with the same formula, charge and spin ... 465.6 kJ/mol

Here are the natural (NBO) charges for atoms 1 to 6, given in e:
1 O -0.53
2 H 0.21
3 O -0.46
4 H 0.21
5 H 0.35
6 H 0.20



Formula: C4H6FO4Sn
Source: the OMol25 dataset
Level of theory: ωB97M-V/def2-TZVPD

CARTESIAN COORDINATES (ANGSTROEM)
H 2.135 -1.840 0.984
H 2.056 -0.069 0.995
O -0.307 0.864 -0.271
O 1.686 -0.453 -1.892
H -3.068 1.014 0.351
H -1.951 1.553 1.659
C -0.542 -0.145 0.396
F -0.395 1.585 -3.563
C -2.538 0.718 1.263
Sn 0.273 1.100 -2.037
C 2.255 -0.918 -0.925
H -3.238 0.345 2.013
O -1.668 -0.390 0.972
C 1.702 -0.974 0.471
O 0.299 -1.129 0.595
H 3.303 -1.260 -1.011

Computed properties:
Total charge ... +1
HOMO-LUMO gap (spin up / spin down) ... 0.2572 / 0.2572 hartree
E ... -20974.031 eV
HOMO (spin up / spin down) ... -0.4343 / -0.4343 hartree
Energy above the lowest of the compared OMol25 structures with the same formula, charge and spin ... 144.5 kJ/mol

Here are the natural (NBO) charges for atoms 1 to 6, given in e:
1 H 0.27
2 H 0.25
3 O -0.83
4 O -0.62
5 H 0.21
6 H 0.21



Formula: C43H70AsCl2GdN5O2P
Source: the OMol25 dataset
Level of theory: ωB97M-V/def2-TZVPD

CARTESIAN COORDINATES (ANGSTROEM)
H 2.029 -6.192 3.041
H -3.767 -5.839 -4.822
H 0.258 3.637 -3.123
H -4.811 2.416 1.353
C -0.961 4.127 1.277
C -0.885 -2.723 2.308
H -4.613 4.641 -0.958
C -2.360 4.505 -3.496
H -2.091 -1.994 -4.712
H 4.179 0.801 2.352
H 1.283 2.653 3.115
C 2.721 -2.459 -2.099
C -2.198 -5.886 -3.394
O -1.684 -1.069 -0.251
Cl 2.166 1.955 0.583
H -5.831 3.397 -0.685
N -1.105 -3.521 -0.845
H 2.758 -0.355 -1.502
H -0.857 -6.045 -1.785
H -4.626 1.076 -1.845
H 4.192 0.495 4.109
H -4.980 3.464 -2.225
C -0.452 2.885 -3.448
H 0.415 -2.313 -5.216
P -1.896 2.850 -1.021
C 1.580 -0.905 4.720
H 1.676 -2.725 -1.959
C -1.078 -3.038 -3.195
C -1.770 -3.762 1.550
H -0.143 -0.763 -4.572
C 3.797 0.164 3.147
H 3.344 2.491 8.146
C 2.403 2.232 6.241
C -1.875 3.159 -2.962
H -0.328 0.378 -1.762
C -3.050 -5.230 -4.282
C 0.066 4.813 -0.818
C -4.153 1.196 -0.873
H 0.524 -0.900 4.990
H 5.438 -4.431 1.331
H 3.322 -3.331 -1.828
C 2.466 2.463 4.866
C -3.856 2.790 0.966
H -3.090 5.605 0.337
C 2.539 -2.584 0.862
O 0.504 -0.157 -1.752
H -2.490 1.099 -3.092
H 3.935 -1.773 -3.755
H 5.390 4.187 4.815
C -1.214 -4.419 0.276
H 4.128 -1.275 -0.913
C -2.065 -2.958 -4.213
Gd 0.294 0.116 0.571
C -1.253 -3.968 -2.047
H -3.761 3.828 1.282
H -2.542 1.956 -4.641
H -4.831 0.785 -0.122
C -2.735 2.051 -3.567
C 1.391 -3.076 1.675
C 4.548 3.635 5.212
H 0.292 -1.059 -2.125
H -0.191 4.790 1.677
N -1.060 1.659 -0.606
H 4.128 -0.862 2.962
Cl -1.280 0.623 2.667
C 3.047 -1.328 -1.105
H -1.477 -1.821 2.477
N 0.009 -2.329 -3.162
H -0.117 1.926 -3.056
H 1.551 1.703 6.649
H -3.229 0.615 -0.848
H 1.877 -1.934 4.514
H -3.755 -3.532 -5.310
H 2.172 -0.524 5.554
H 0.442 -4.645 2.713
N 2.242 -1.576 0.080
H -2.725 -3.294 1.284
H -0.574 3.108 1.296
H 2.824 -3.098 -4.134
H -2.003 -4.578 2.239
C 2.919 -2.153 -3.585
C 2.377 -5.301 2.519
C 3.844 -3.163 0.895
H -2.309 -1.148 0.479
H 4.583 -2.577 0.362
C 3.718 -5.300 2.178
H -3.796 2.242 -3.442
H -3.053 2.200 1.410
H -2.451 4.461 -4.588
H -3.338 4.760 -3.094
H 1.907 -0.260 -3.530
C 3.401 2.683 7.085
H -1.824 4.183 1.935
H 5.264 3.737 7.234
C -1.416 -5.347 -2.402
C 4.368 -4.291 1.472
H 0.669 3.905 -0.832
H -2.226 -6.972 -3.437
C 3.556 3.178 4.367
H -1.662 5.306 -3.257
C 1.429 1.963 3.947
C 0.478 -1.646 -4.339
C -3.813 2.656 -0.555
H 4.314 -6.159 2.473
As 1.821 0.178 3.071
C 4.482 3.382 6.574
H 0.477 1.810 4.455
H 3.604 3.369 3.303
H -1.893 -5.251 0.034
C -2.167 5.742 -0.224
H -0.657 -3.123 3.309
C -1.282 4.501 -0.171
C -3.011 -3.877 -4.596
H -2.420 6.010 -1.249
N 0.327 -2.309 1.629
H -1.411 -2.019 -0.507
H -0.228 -4.847 0.485
H -0.426 2.838 -4.543
H -1.635 6.587 0.226
C -4.859 3.598 -1.147
H 0.599 5.561 -0.224
C 1.925 -1.142 -4.170
H -0.040 5.204 -1.828
C 1.405 -4.343 2.326
H 2.279 -0.828 -5.158

Computed properties:
Total charge ... -2
HOMO-LUMO gap (spin up / spin down) ... 0.2216 / 0.2218 hartree
E ... -173283.816 eV
2S+1 ... 8
HOMO (spin up / spin down) ... -0.0662 / -0.0665 hartree

Here are the Löwdin charges for atoms 1 to 6, given in e:
1 H 0.09
2 H 0.07
3 H 0.06
4 H 0.08
5 C -0.13
6 C -0.27



Formula: ClHNO3P
Source: the OMol25 dataset
Level of theory: ωB97M-V/def2-TZVPD

CARTESIAN COORDINATES (ANGSTROEM)
O -1.558 -0.822 -1.218
Cl -2.537 -2.880 0.392
H -2.578 -0.457 1.836
N -0.487 0.323 -0.417
P -2.781 -0.961 -0.272
O -2.360 0.048 1.226
O -1.062 1.312 -0.415

Computed properties:
HOMO-LUMO gap ... 0.2724 hartree
E ... -29457.082 eV
HOMO ... -0.3413 hartree
Energy above the lowest of the compared OMol25 structures with the same formula, charge and spin ... 163.4 kJ/mol

Here are the natural (NBO) charges for atoms 1 to 6, given in e:
1 O -0.90
2 Cl -0.35
3 H 0.45
4 N 0.54
5 P 1.31
6 O -0.97



Formula: C5H10O2
Source: the OMol25 dataset
Level of theory: ωB97M-V/def2-TZVPD

CARTESIAN COORDINATES (ANGSTROEM)
H 0.005 1.990 -0.424
C 1.640 -0.678 0.224
H -1.145 0.647 -1.975
O 0.726 -0.732 -0.855
H 1.076 -0.094 2.263
H 1.550 1.271 1.243
H -2.521 -0.028 -1.083
H -0.889 -1.506 0.199
H -1.154 0.389 1.567
C -0.419 0.518 0.766
H -1.556 -1.065 -2.167
C -0.577 -0.574 -0.310
O -0.640 1.826 0.276
C -1.514 -0.239 -1.451
C 1.035 0.305 1.246
H 2.602 -0.351 -0.183
H 1.780 -1.677 0.666

Computed properties:
HOMO-LUMO gap ... 0.3921 hartree
E ... -9441.769 eV
SMILES string ... C[C@H]1OCC[C@H]1O
HOMO ... -0.3555 hartree
Energy above the lowest of the compared OMol25 structures with the same formula, charge and spin ... 122.9 kJ/mol

Here are the natural (NBO) charges for atoms 1 to 6, given in e:
1 H 0.46
2 C -0.07
3 H 0.21
4 O -0.53
5 H 0.22
6 H 0.22



Formula: C8H17N2O
Source: the OMol25 dataset
Level of theory: ωB97M-V/def2-TZVPD

CARTESIAN COORDINATES (ANGSTROEM)
C 0.754 0.483 -0.583
O -2.411 -0.827 -1.434
H 1.963 1.540 -2.024
C -3.930 1.253 1.676
C -1.101 -1.081 -0.882
H 3.424 0.983 -0.831
C 1.309 0.260 1.934
C 1.682 0.664 0.463
H 3.364 1.688 0.783
H -1.641 -3.155 -0.402
H 1.880 -0.689 2.278
N -0.631 0.231 -0.352
H 1.928 0.945 2.535
H -0.135 -2.607 0.407
H -0.436 -1.244 -1.746
H -4.850 1.353 2.278
C 3.138 0.848 0.258
H -2.787 -1.533 -2.024
C 1.035 0.868 -2.013
H -1.043 0.414 0.558
N -2.969 1.270 1.058
H 1.296 0.031 -2.584
H -1.576 -2.034 1.061
H 0.224 0.399 1.970
C -1.136 -2.327 0.183
H 0.216 1.466 -2.368
H -1.259 0.768 -0.941
H 3.691 0.033 0.744

Computed properties:
Total charge ... +1
HOMO-LUMO gap ... 0.3860 hartree
E ... -13590.565 eV
HOMO ... -0.4742 hartree
Energy above the lowest of the compared OMol25 structures with the same formula, charge and spin ... 232.0 kJ/mol

Here are the natural (NBO) charges for atoms 1 to 6, given in e:
1 C 0.07
2 O -0.75
3 H 0.25
4 C 0.17
5 C 0.27
6 H 0.23



Formula: C12H17N5O2
Source: the OMol25 dataset
Level of theory: ωB97M-V/def2-TZVPD

CARTESIAN COORDINATES (ANGSTROEM)
H -1.062 2.175 0.017
N -0.165 -2.472 2.603
C -0.139 -1.729 -1.370
C -0.597 -3.749 3.117
N -0.518 -1.413 -3.874
C -0.558 -3.016 -0.903
H -0.619 -1.205 4.198
C 0.318 -0.769 -0.452
C -0.645 4.236 -1.719
N 0.202 3.103 -1.417
N 0.270 -1.032 0.884
C 0.970 1.474 0.228
C 0.235 -1.493 3.581
H 1.010 -1.911 4.226
H 1.027 0.151 -2.831
H -0.387 4.616 -2.706
C -0.039 2.582 -0.085
C 0.070 2.045 -2.403
C 1.080 0.941 -2.088
H -0.917 -4.389 2.300
H -1.716 3.983 -1.708
H 0.622 -0.620 3.065
H 0.082 3.395 0.634
H 0.223 -4.233 3.652
H 0.788 1.056 1.215
H -0.947 1.614 -2.416
H -0.464 5.020 -0.985
H 1.983 1.883 0.177
H 2.086 1.375 -2.098
N 0.843 0.427 -0.761
C -0.120 -2.200 1.293
O -0.488 -3.206 0.498
O -0.959 -3.953 -1.539
H 0.280 2.458 -3.391
C -0.316 -1.539 -2.749
H -1.430 -3.603 3.808

Computed properties:
HOMO-LUMO gap ... 0.3271 hartree
E ... -24265.395 eV
SMILES string ... CN1CCN(c2nc(N(C)C)oc(=O)c2C#N)CC1
HOMO ... -0.3101 hartree
Energy above the lowest of the compared OMol25 structures with the same formula, charge and spin ... 0.0 kJ/mol

Here are the natural (NBO) charges for atoms 1 to 6, given in e:
1 H 0.17
2 N -0.39
3 C -0.51
4 C -0.41
5 N -0.34
6 C 0.78



Q: Among the records above, which one has the highest E?
A: C5H10O2